{"formula": "C29H54P2SiY", "method": "wB97M-V/def2-TZVPD", "e_tot_ha": -2147.54605, "fmax_ev_per_a": 4.80, "e_above_lowest_kj_mol": 0.00, "homo_ev": [-8.14, -7.82], "total_charge": 1, "symbols": ["Y", "C", "C", "C", "C", "C", "C", "H", "H", "H", "C", "H", "H", "H", "C", "H", "H", "H", "C", "H", "H", "H", "C", "H", "H", "H", "C", "C", "C", "C", "C", "C", "C", "C", "H", "H", "H", "H", "H", "H", "H", "H", "H", "H", "H", "H", "P", "C", "H", "H", "H", "C", "H", "H", "H", "C", "H", "H", "H", "P", "C", "H", "H", "H", "C", "H", "H", "H", "C", "H", "H", "H", "C", "Si", "C", "C", "C", "C", "H", "H", "H", "H", "H", "H", "H", "H", "H"], "xyz": [[-0.3819, -0.2918, -1.5566], [-2.3868, 1.7622, -0.2995], [-2.8042, 0.8301, -1.3011], [-2.4561, -0.3093, 0.6712], [-2.3067, 1.0769, 0.9262], [-2.8367, -0.4748, -0.6929], [-2.2062, 3.2174, -0.4733], [-2.0086, 3.4750, -1.5209], [-1.3520, 3.5732, 0.1212], [-3.0847, 3.8021, -0.1537], [-2.1249, 1.6875, 2.2574], [-2.1706, 2.7798, 2.2147], [-1.1457, 1.3956, 2.6574], [-2.8835, 1.3547, 2.9790], [-2.2666, -1.3774, 1.6643], [-2.9270, -1.2622, 2.5365], [-1.2315, -1.3253, 2.0375], [-2.4170, -2.3833, 1.2485], [-3.2854, -1.7495, -1.3119], [-4.3531, -1.6813, -1.5762], [-3.1640, -2.5942, -0.6224], [-2.7433, -2.0149, -2.2353], [-3.4358, 1.2323, -2.5743], [-4.4428, 1.6513, -2.3979], [-3.5499, 0.3916, -3.2642], [-2.8536, 2.0125, -3.0809], [1.5723, 0.6055, -2.6034], [0.5236, 1.4570, -2.8994], [-0.0511, 1.6066, -4.2917], [-0.9276, 0.4198, -4.7803], [-1.0834, -0.7518, -3.8309], [-0.0138, -1.6036, -3.5240], [1.3440, -1.4311, -4.1871], [2.2392, -0.2809, -3.6291], [0.7495, 1.7739, -5.0326], [-0.5270, 0.0585, -5.7439], [-0.6541, 2.5350, -4.3193], [2.6278, 0.3012, -4.4776], [2.0942, 0.6380, -1.6388], [0.2230, 2.2600, -2.2171], [3.1379, -0.7162, -3.1590], [1.9072, -2.3708, -4.1034], [-0.2402, -2.6195, -3.1786], [1.2113, -1.2672, -5.2678], [-1.9283, 0.8173, -5.0096], [-2.0962, -1.1642, -3.8218], [2.0762, 2.0032, 1.0457], [1.5833, 3.1111, 2.3583], [2.4519, 3.7186, 2.6411], [1.2132, 2.5291, 3.2061], [0.7686, 3.7487, 1.9956], [3.6938, 1.2669, 1.1985], [4.3867, 1.9344, 1.7323], [4.0665, 1.0508, 0.1910], [3.5786, 0.3193, 1.7414], [1.9818, 3.0679, -0.3942], [2.1938, 2.5350, -1.3201], [2.7087, 3.8904, -0.2888], [0.9773, 3.5015, -0.4344], [0.9358, -2.5908, -0.2163], [-0.0400, -4.0807, -0.6978], [0.6265, -4.9529, -0.7851], [-0.5629, -3.9316, -1.6543], [-0.7902, -4.2777, 0.0859], [2.5578, -2.8961, -1.0167], [2.5076, -2.7514, -2.1038], [2.8885, -3.9244, -0.8074], [3.2989, -2.1922, -0.6080], [1.3548, -3.0625, 1.4972], [1.9384, -3.9965, 1.5230], [0.4411, -3.2001, 2.0902], [1.9392, -2.2565, 1.9536], [1.9652, -1.2747, 4.8949], [0.5491, -0.2686, 4.2040], [-1.0737, -1.0478, 4.7661], [0.5623, 1.3830, 5.1464], [0.6997, -0.0579, 2.3204], [0.9974, 0.5857, 1.2425], [1.9379, -1.2266, 5.9949], [2.9334, -0.8804, 4.5577], [1.8813, -2.3262, 4.5913], [-1.1154, -1.0246, 5.8643], [-1.9583, -0.5161, 4.3931], [-1.1343, -2.0950, 4.4381], [1.5053, 1.9373, 5.0237], [-0.2710, 2.0458, 4.8719], [0.4555, 1.1570, 6.2200]]}